Record 1
DFT (wB97M-V/def2-TZVPD) results for the molecule C6H10O.

Structure (ORCA input):
```
! wB97M-V def2-TZVPD RIJCOSX def2/J DEFGRID3
* xyz 0 1
C -0.74 -0.09 2.06
C -0.33 0.00 0.61
C 1.01 0.61 0.26
C 0.95 0.78 -1.27
C -0.24 0.23 -1.97
C -0.68 -1.04 -1.38
O -0.39 -1.28 -0.01
H -0.09 -0.77 2.63
H -0.70 0.91 2.49
H -1.77 -0.45 2.10
H 1.13 1.58 0.76
H 1.84 -0.03 0.59
H 1.67 0.13 -1.80
H 1.20 1.79 -1.59
H -1.08 0.64 0.11
H -0.07 -1.68 -2.04
H -1.72 -1.32 -1.57
*
```

Its largest force on an atom is 0.6 eV/A. As for the energy relative to the best compared isomer or geometry (same formula, charge and spin): 3.524 eV. The orbital gap is 8.69 eV. The HOMO energy comes out at -8.41 eV.

Record 2
DFT (wB97M-V/def2-TZVPD) results for the molecule C6H12O at a distorted geometry.

Structure (ORCA input):
```
! wB97M-V def2-TZVPD RIJCOSX def2/J DEFGRID3
* xyz 0 1
O 2.50 0.48 0.58
C 2.35 -0.61 -0.44
C 1.02 -1.07 -0.74
C -0.07 -0.08 -1.02
C -1.18 0.21 -0.01
C -2.66 0.36 -0.21
C -0.62 0.87 1.33
H 2.74 -0.04 -1.28
H 0.75 -2.08 -0.54
H 3.09 -1.34 -0.12
H 0.44 0.86 -1.30
H -0.70 -0.51 -1.81
H 1.88 0.13 1.23
H -1.65 -0.66 0.50
H -2.73 1.09 -0.88
H -3.41 -0.59 -0.41
H -0.85 0.10 2.11
H 0.47 1.16 1.45
H -1.35 1.72 1.57
*
```

Its largest force on an atom is 7.1 eV/A. As for the energy relative to the best compared isomer or geometry (same formula, charge and spin): 9.142 eV. The orbital gap is 4.49 eV. The HOMO energy comes out at -6.73 eV.

Record 3
DFT (wB97M-V/def2-TZVPD) results for a 4-piece molecular cluster, C29H29BF10INO13 overall at a distorted geometry.

Structure (ORCA input):
```
! wB97M-V def2-TZVPD RIJCOSX def2/J DEFGRID3
* xyz 0 1
H -2.35 -2.14 -3.02
N -2.53 -1.98 -2.03
C -2.20 -0.81 -1.70
C -2.33 -0.35 -0.28
C -0.96 -0.01 0.26
C -0.09 -1.07 0.57
F -0.52 -2.33 0.40
C 1.18 -0.88 1.06
C 1.63 0.43 1.23
C 0.81 1.52 0.93
C -0.50 1.31 0.47
B -1.48 2.52 0.20
O -1.65 3.51 1.15
O -2.17 2.61 -0.97
C -3.44 3.29 -0.92
C 1.42 2.85 1.08
O 1.05 3.83 0.48
C 2.58 2.98 2.01
C 2.89 4.36 2.51
C 4.11 4.96 1.83
O 4.93 5.57 2.39
I 4.38 4.65 -0.31
C 3.33 1.92 2.35
C 4.54 1.98 3.24
C 4.26 1.50 4.64
O 4.36 2.21 5.58
O 3.94 0.18 4.77
C 3.00 0.60 1.76
O 3.81 -0.30 1.73
H -1.80 -0.12 -2.45
H -2.71 -1.20 0.28
H -3.04 0.45 -0.16
H 1.82 -1.71 1.31
H -1.95 3.16 1.99
H -4.04 2.90 -0.10
H -3.31 4.36 -0.83
H -3.93 3.10 -1.86
H 2.06 5.02 2.26
H 3.08 4.36 3.57
H 4.98 2.97 3.27
H 5.28 1.32 2.80
H 3.01 0.07 4.56
C 0.26 -6.68 -4.93
C -1.17 -6.90 -5.39
O -1.92 -5.67 -5.33
C -1.74 -4.83 -6.34
O -1.03 -4.98 -7.29
C -2.63 -3.59 -6.13
F -2.56 -3.15 -4.87
F -3.91 -3.90 -6.40
F -2.26 -2.61 -6.95
H 0.27 -6.23 -3.94
H 0.80 -7.62 -4.90
H 0.78 -6.01 -5.60
H -1.69 -7.59 -4.73
H -1.20 -7.32 -6.40
C 1.53 0.66 -2.41
C 1.48 0.64 -3.92
O 2.21 -0.48 -4.45
C 1.56 -1.63 -4.44
O 0.45 -1.82 -4.04
C 2.43 -2.73 -5.07
F 3.69 -2.69 -4.61
F 2.47 -2.58 -6.40
F 1.91 -3.92 -4.79
H 2.57 0.67 -2.06
H 1.03 1.55 -2.03
H 1.05 -0.22 -1.99
H 1.95 1.53 -4.33
H 0.45 0.61 -4.29
C -1.82 1.85 8.11
C -3.02 1.06 7.63
O -3.45 1.51 6.32
C -2.78 1.03 5.29
O -1.85 0.28 5.32
C -3.39 1.57 3.99
F -3.61 2.89 4.05
F -4.54 0.96 3.72
F -2.55 1.35 2.96
H -2.04 2.92 8.09
H -1.56 1.56 9.12
H -0.96 1.68 7.47
H -3.88 1.23 8.28
H -2.82 -0.01 7.60
*
```

Its largest force on an atom is 1.1 eV/A. Its SMILES is [H]/N=C/Cc1c(F)cc2c(c1B(O)OC)C(=O)C(CC(=O)I)=C(CC(=O)O)C2=O.CCOC(=O)C(F)(F)F.CCOC(=O)C(F)(F)F.CCOC(=O)C(F)(F)F. The orbital gap is 8.09 eV. The HOMO energy comes out at -9.63 eV.